The following is a DFT calculation (the ωB97M-V functional and the def2-TZVPD basis) of a structure of composition C12H19N3S4Tb.

The geometry in XYZ format:
```
39
Properties=species:S:1:pos:R:3:forces:R:3:lowdin_spin:R:1
Tb -0.896 0.180 0.265 -0.2 -2.3 0.5 6.14
S 1.697 0.382 1.499 0.2 0.8 0.8 -0.02
S -1.152 -0.482 -2.500 -0.7 0.6 0.0 -0.02
C 1.201 1.261 3.055 -0.1 -0.2 -0.2 0.00
C 2.419 1.835 0.613 -0.3 -0.3 -0.2 0.00
C 1.334 2.520 -0.221 -0.1 0.0 -0.2 0.00
N 0.672 1.525 -1.130 0.9 0.4 0.0 -0.02
C -0.215 2.139 -2.140 0.1 -0.1 -0.1 0.00
C -0.593 1.129 -3.216 -0.1 -0.6 -0.1 0.00
H 3.259 1.480 -0.011 -0.4 0.1 0.2 0.00
H 2.838 2.528 1.355 -0.2 -0.3 -0.2 0.00
H 1.778 3.343 -0.806 -0.2 -0.2 0.2 0.00
H 0.553 2.946 0.440 0.3 0.0 -0.2 0.00
H 0.274 2.992 -2.617 -0.2 0.1 0.1 0.00
H -1.114 2.507 -1.618 0.1 0.1 -0.2 0.00
H 0.251 0.888 -3.882 -0.2 0.1 0.3 0.00
H -1.406 1.495 -3.847 0.2 0.1 0.1 0.00
C -2.961 -0.121 -2.267 0.2 -0.1 -0.4 0.00
H 1.436 1.039 -1.627 -0.5 0.0 0.3 0.00
H -3.096 0.911 -1.916 -0.1 -0.2 -0.1 0.00
H -3.354 -0.837 -1.535 0.2 0.2 -0.2 0.00
H -3.489 -0.255 -3.225 0.3 0.1 0.4 0.00
H 0.586 0.552 3.628 0.2 0.3 -0.1 0.00
H 0.603 2.143 2.788 0.1 -0.3 0.2 0.00
H 2.081 1.561 3.638 -0.2 -0.2 -0.3 0.00
C 1.728 -2.794 -0.664 -0.3 0.8 0.7 0.00
C 2.395 -1.860 -1.348 -0.1 0.0 -0.3 0.00
H 0.912 -3.370 -1.124 0.5 0.2 0.3 0.00
H 1.877 -2.871 0.444 0.0 -0.4 -1.2 0.00
H 2.154 -1.671 -2.416 0.5 -0.2 0.7 0.00
H 3.235 -1.308 -0.888 -0.6 -0.2 -0.3 0.00
S -1.620 -2.493 0.078 0.2 1.1 -0.5 -0.03
C -1.719 -2.681 1.783 -0.5 2.2 1.6 0.00
C -1.715 -4.014 2.308 0.2 -1.8 0.6 0.00
N -1.763 -5.114 2.694 0.1 1.9 -0.7 0.00
C -1.905 -1.600 2.681 0.2 -2.7 -0.7 0.00
S -2.477 0.026 2.408 0.5 0.7 -1.0 -0.03
C -1.858 -1.931 4.079 -0.5 0.5 2.0 0.00
N -1.946 -1.980 5.241 0.4 -0.2 -1.9 0.00
```
Positions in Å, forces in eV/Å.

The calculation puts the energy above the lowest of the compared OMol25 structures with the same formula, charge and spin at 0.00 kcal/mol. The value obtained for the HOMO energy (spin up / spin down) is -10.67 / -10.69 eV. The calculation puts the gap between HOMO and LUMO (spin up / spin down) at 6.319 / 6.773 eV. As for the spin multiplicity: 7. As for the net charge: +1.

---

The following is a DFT calculation (the ωB97M-V functional and the def2-TZVPD basis) of a structure of composition C12H19N5O7RhS4Sb.

The geometry in XYZ format:
```
49
Properties=species:S:1:pos:R:3:forces:R:3:lowdin_spin:R:1
Rh -2.022 2.003 -0.746 -2.0 -0.4 -2.1 0.01
N -2.824 0.035 -1.884 0.1 0.7 0.6 0.00
C -2.149 0.028 -3.180 0.0 0.0 -0.6 0.00
C -2.306 1.431 -3.798 0.6 0.4 1.0 0.00
O -2.557 1.572 -4.988 -0.3 -0.3 -0.6 0.00
N -2.161 2.413 -2.892 1.2 -1.3 0.9 0.00
C -2.785 3.642 -3.156 -1.9 1.1 0.7 0.00
C -4.168 3.727 -2.276 3.1 0.9 -3.7 0.00
O -5.043 4.402 -2.769 -1.4 0.5 0.4 0.00
O -4.132 3.094 -1.210 0.9 -2.5 3.1 0.00
H -2.836 -0.880 -1.449 0.0 0.1 0.1 0.00
H -3.795 0.331 -1.999 0.2 0.0 0.1 0.00
H -2.569 -0.715 -3.875 0.1 0.3 0.1 0.00
H -1.085 -0.183 -3.032 0.0 0.0 0.0 0.00
H -3.077 3.758 -4.205 0.2 0.1 0.2 0.00
H -2.200 4.487 -2.786 0.1 0.0 -0.2 0.00
S -1.737 3.298 3.624 0.3 0.0 0.5 0.77
Sb -3.181 3.466 1.794 0.1 -0.1 -0.7 0.05
S -1.490 4.133 0.124 -0.5 -1.0 0.2 0.06
S -3.065 1.089 1.216 0.6 1.0 0.2 0.10
C 1.433 -4.705 1.886 -0.1 0.0 0.1 0.00
C 2.686 -4.429 1.090 0.2 0.7 0.4 0.00
S 3.740 -3.166 1.919 0.1 -0.4 -0.6 0.00
O 5.079 -3.388 1.444 0.1 0.2 -0.4 0.00
O 3.513 -3.249 3.335 -0.4 0.3 0.3 0.00
C 3.197 -1.545 1.288 0.2 -0.7 0.3 0.00
C 2.006 -0.977 2.046 0.2 -0.5 0.4 0.00
N 1.430 0.130 1.317 -0.3 0.2 -0.3 0.00
C 0.347 0.095 0.500 0.2 -0.3 0.3 0.00
N 0.139 1.266 -0.078 -1.1 0.6 -0.1 0.00
C 1.112 2.102 0.359 0.4 -0.1 0.3 0.00
C 1.937 1.417 1.227 -1.4 0.1 -1.0 0.00
N 3.090 1.882 1.850 1.6 1.0 0.5 0.00
O 3.369 3.074 1.701 -0.3 -1.2 0.2 0.00
O 3.795 1.078 2.485 -0.6 0.7 -0.4 0.00
C -0.510 -1.088 0.257 0.0 0.0 0.1 0.00
H 1.023 -5.683 1.645 0.0 0.0 -0.1 0.00
H 0.664 -3.961 1.697 -0.1 0.1 0.0 0.00
H 1.682 -4.684 2.944 -0.1 -0.1 0.1 0.00
H 2.494 -4.070 0.083 0.1 0.0 -0.2 0.00
H 3.328 -5.304 1.035 0.2 0.1 0.0 0.00
H 2.987 -1.699 0.231 0.0 0.1 -0.1 0.00
H 4.059 -0.889 1.406 0.1 -0.1 -0.1 0.00
H 2.349 -0.629 3.022 -0.2 -0.1 -0.2 0.00
H 1.238 -1.734 2.202 0.0 0.2 0.0 0.00
H 1.198 3.121 0.039 -0.1 0.2 0.0 0.00
H -0.056 -2.001 0.626 0.0 -0.1 0.0 0.00
H -0.679 -1.174 -0.814 0.0 0.0 0.0 0.00
H -1.471 -0.919 0.747 0.0 -0.1 0.0 0.00
```
Positions in Å, forces in eV/Å.

The value obtained for the HOMO energy (spin up / spin down) is -4.61 / -4.61 eV. The calculation puts the gap between HOMO and LUMO (spin up / spin down) at 5.477 / 4.892 eV. As for the spin multiplicity: 2. As for the net charge: -1.

---

The following is a DFT calculation (the ωB97M-V functional and the def2-TZVPD basis) of a cluster of 2 separate species, C12H19NO in total.

The geometry in XYZ format:
```
33
Properties=species:S:1:pos:R:3:forces:R:3:mulliken_charge:R:1
C -2.102 0.123 0.974 -5.3 2.9 -0.1 -1.33
C -0.651 0.452 0.799 1.2 1.8 1.9 -0.16
N -0.200 1.216 2.028 -1.2 -0.9 1.0 0.21
C 0.166 2.596 1.848 2.2 2.5 1.1 -1.01
C -0.786 0.988 3.411 4.6 4.1 -5.1 0.68
C -0.886 -0.366 3.672 -2.1 -6.7 1.0 -0.93
O -0.623 1.953 4.105 -1.7 -0.3 1.9 -0.57
H -2.557 -0.553 1.711 1.3 -0.9 -0.9 0.35
H -2.673 0.120 0.072 0.1 -1.3 -1.2 0.45
H -3.038 0.928 1.377 3.5 -0.4 -0.6 0.24
H -0.116 -0.463 0.571 0.3 -0.6 0.9 0.05
H -0.132 1.083 0.015 -2.1 -0.3 0.0 0.36
H 0.954 2.719 1.010 -1.8 -0.2 0.7 0.39
H -0.727 3.427 1.817 2.1 -2.1 -0.1 0.22
H 0.887 2.885 2.777 -2.0 -0.4 -2.0 0.29
H -1.177 -1.058 2.726 0.0 1.9 2.6 0.19
H 0.090 -0.866 3.771 0.1 0.9 0.7 0.25
H -1.516 -0.565 4.632 1.0 0.0 -1.9 0.24
C 2.700 -0.474 -1.333 -0.6 -2.0 6.1 -1.55
C 1.445 -0.699 -2.015 -0.1 -0.9 0.1 0.77
C 0.625 -1.768 -1.626 0.2 0.4 0.5 -0.08
C -0.312 -2.261 -2.490 -1.3 -0.8 -2.5 -0.73
C -0.364 -1.659 -3.781 -1.7 0.5 -1.2 -0.35
C 0.248 -0.425 -4.001 -1.1 -3.1 0.7 -0.62
C 1.132 0.041 -3.116 0.6 1.0 0.6 -0.25
H 3.334 -1.369 -1.001 -1.3 0.7 -0.8 0.29
H 2.490 0.008 -0.307 0.2 -0.5 -1.1 0.20
H 3.360 0.148 -1.729 2.6 2.9 -2.4 0.54
H 0.726 -2.107 -0.598 0.2 -0.5 -0.3 0.47
H -0.994 -3.147 -2.354 1.0 1.1 0.4 0.32
H -1.024 -1.933 -4.692 0.9 -0.4 2.1 0.24
H 0.209 0.019 -4.917 -0.7 1.3 -2.4 0.43
H 1.511 1.006 -3.355 1.2 0.5 0.2 0.38
```
Positions in Å, forces in eV/Å.

The calculation puts the energy above the lowest of the compared OMol25 structures with the same formula, charge and spin at 125.43 kcal/mol. The value obtained for the HOMO energy is -8.62 eV. The calculation puts the gap between HOMO and LUMO at 9.287 eV. As for the spin multiplicity: 1. As for the net charge: 0. As for the SMILES: CCN(C)C(C)=O.Cc1ccccc1.

---

The following is a DFT calculation (the ωB97M-V functional and the def2-TZVPD basis) of a cluster of 2 separate species, C12H19NO2 in total.

The geometry in XYZ format:
```
34
Properties=species:S:1:pos:R:3:forces:R:3:mulliken_charge:R:1
C -1.085 1.269 1.434 0.0 3.4 0.7 -0.52
C 0.018 0.487 2.119 -2.1 -0.4 1.8 -0.50
N -0.675 -0.752 2.597 1.7 -0.6 1.4 0.12
C -0.801 -0.592 4.059 -2.4 2.1 1.3 -1.24
C -0.767 -2.100 2.218 -2.1 1.0 0.9 0.62
C -0.723 -2.485 0.738 0.6 0.3 0.6 -0.50
O -1.229 -2.820 3.100 0.9 -1.1 -1.4 -0.65
H -0.777 2.385 1.570 -0.7 -1.6 -0.9 0.30
H -2.169 1.222 1.739 1.4 -0.4 1.0 0.30
H -1.236 1.019 0.426 0.6 -0.1 -1.6 -0.11
H 0.980 0.426 1.621 -0.2 -0.4 -0.5 0.29
H 0.197 0.970 3.120 0.4 0.0 -1.5 0.42
H -1.576 -1.234 4.527 1.0 0.2 -0.5 0.33
H 0.137 -0.567 4.600 0.5 -0.9 0.0 0.41
H -1.172 0.487 4.360 0.3 -1.7 -1.2 0.34
H 0.301 -2.742 0.441 -0.2 0.3 -0.1 0.24
H -1.340 -3.347 0.527 -0.1 -0.3 0.5 0.36
H -1.149 -1.674 0.152 0.4 0.2 -0.1 -0.15
C -1.603 2.398 -2.930 0.0 -1.5 -0.3 -1.38
C -0.397 1.538 -2.594 -0.8 1.0 1.7 0.69
C -0.505 0.293 -1.903 -1.0 1.0 -0.3 -0.56
C 0.630 -0.416 -1.663 0.9 -1.6 0.4 -0.36
C 1.896 0.123 -1.923 -0.3 0.5 -0.7 0.70
O 2.929 -0.651 -1.524 0.5 -0.8 0.2 -0.53
C 2.017 1.366 -2.548 -0.5 -0.6 2.2 -0.72
C 0.848 2.120 -2.723 1.6 -0.9 -2.1 -0.65
H -1.337 3.433 -2.996 0.2 0.6 -0.1 0.39
H -2.399 2.290 -2.192 -0.1 -0.1 -0.1 0.32
H -1.951 2.034 -3.912 -0.3 0.4 0.3 0.29
H -1.466 -0.059 -1.425 0.9 0.3 -1.3 0.55
H 0.593 -1.467 -1.281 0.1 1.3 -0.1 0.34
H 3.790 -0.225 -1.505 -0.2 0.4 -0.3 0.31
H 2.973 1.860 -2.558 0.4 0.0 -0.4 0.30
H 1.123 3.031 -3.283 -1.2 0.0 0.6 0.26
```
Positions in Å, forces in eV/Å.

The calculation puts the energy above the lowest of the compared OMol25 structures with the same formula, charge and spin at 49.91 kcal/mol. The value obtained for the HOMO energy is -8.46 eV. The calculation puts the gap between HOMO and LUMO at 9.083 eV. As for the spin multiplicity: 1. As for the net charge: 0. As for the SMILES: CCN(C)C(C)=O.Cc1ccc(O)cc1.

---

The following is a DFT calculation (the ωB97M-V functional and the def2-TZVPD basis) of a structure of composition C12H19NRu.

The geometry in XYZ format:
```
33
Properties=species:S:1:pos:R:3:forces:R:3:lowdin_spin:R:1
C -0.001 -1.385 -1.868 0.1 -1.2 -1.6 0.07
C -1.297 -1.364 -1.266 -0.3 0.0 -1.2 0.05
C -1.188 -1.871 0.035 -0.3 -0.8 0.7 0.06
C 0.162 -2.236 0.270 0.4 -1.5 0.1 0.09
C 0.913 -1.939 -0.905 1.0 -1.7 -0.7 0.04
Ru 0.301 -0.067 -0.258 -3.7 4.3 4.1 1.99
C -1.028 1.702 -0.965 -0.2 0.9 -0.1 0.04
C 0.119 2.342 -1.520 -1.4 -0.4 -2.0 0.48
C 0.708 2.772 -2.644 -1.1 1.0 0.6 0.08
N 1.570 1.239 0.187 3.0 -1.7 -3.0 0.89
H -2.021 -1.999 0.746 0.7 0.3 -0.5 0.00
H -2.222 -1.030 -1.753 0.7 -0.1 0.4 0.00
H 0.560 -2.705 1.181 -0.3 0.5 -0.6 0.01
H 1.988 -2.116 -1.054 -0.7 -0.1 0.0 0.00
H 0.247 -1.089 -2.897 -0.2 -0.2 0.7 0.01
H -1.908 1.313 -1.612 1.9 0.4 0.8 0.02
H 2.148 0.770 -0.824 -1.3 1.9 2.9 0.04
H -1.464 2.200 -0.061 0.6 -0.5 -0.7 0.00
H 0.168 3.336 -3.466 0.3 -0.8 0.9 0.03
H 1.775 2.902 -2.702 0.4 -0.3 0.0 0.01
C 1.161 -0.746 3.184 0.0 -0.2 0.2 0.01
C -0.327 -0.504 2.963 0.1 -0.2 -0.7 0.01
C -0.986 -0.024 4.266 0.0 0.0 -0.1 0.00
C -0.561 0.431 1.755 -0.1 0.6 0.4 0.05
H 1.656 0.175 3.516 0.0 -0.1 -0.1 0.00
H 1.645 -1.085 2.263 0.1 0.1 0.2 0.00
H 1.309 -1.511 3.957 0.1 0.1 -0.1 0.00
H -0.806 -1.458 2.696 0.1 0.0 0.2 0.00
H -0.545 0.913 4.633 -0.1 -0.1 -0.2 0.00
H -2.064 0.119 4.142 0.1 0.1 0.0 0.00
H -0.848 -0.780 5.052 0.0 0.1 -0.2 0.00
H -1.651 0.568 1.644 0.4 -0.1 -0.3 0.01
H -0.134 1.423 1.975 -0.1 -0.3 -0.2 0.00
```
Positions in Å, forces in eV/Å.

The value obtained for the HOMO energy (spin up / spin down) is -6.10 / -8.69 eV. The calculation puts the gap between HOMO and LUMO (spin up / spin down) at 6.129 / 7.115 eV. As for the spin multiplicity: 5. As for the net charge: 0.

---

The following is a DFT calculation (the ωB97M-V functional and the def2-TZVPD basis) of a cluster of 2 separate species, C12H20 in total.

The geometry in XYZ format:
```
32
Properties=species:S:1:pos:R:3:forces:R:3:lowdin_spin:R:1
C -1.183 2.256 0.005 0.1 0.4 0.9 0.00
C -1.078 3.722 -0.420 0.5 -0.1 -0.4 0.00
C -2.608 1.842 0.365 -0.1 -0.1 -0.1 0.00
C -0.541 1.283 -0.973 -0.4 0.0 0.1 0.02
H -0.650 2.191 0.967 0.1 0.0 -0.1 0.00
H -1.780 4.352 0.119 -0.1 0.0 -0.1 0.00
H -1.207 3.821 -1.495 -0.4 0.1 -0.1 0.00
H -3.261 1.630 -0.481 0.1 0.2 -0.3 0.00
H -2.585 0.925 0.949 -0.1 -0.1 0.2 0.00
H -3.088 2.618 0.961 0.0 -0.1 0.1 0.00
H -1.248 1.092 -1.789 0.4 0.1 -0.2 0.00
H 0.432 1.613 -1.345 -0.1 0.1 -0.1 0.00
H -0.392 0.326 -0.470 0.0 -0.1 -0.1 0.01
H -0.083 4.140 -0.240 0.0 -0.2 0.1 0.00
C -0.344 -1.843 1.242 1.1 0.2 0.7 0.04
C -0.464 -3.363 1.408 0.0 -0.2 0.0 0.02
C 0.790 -1.452 0.348 -0.5 -0.6 0.4 0.28
C 0.976 -2.145 -0.882 0.1 0.3 -0.7 0.08
C 1.763 -0.494 0.786 -0.1 0.3 -0.4 0.12
C 2.012 -1.828 -1.703 0.1 -0.1 0.9 0.06
C 2.859 -0.260 0.014 0.4 0.2 0.2 0.04
C 2.988 -0.901 -1.225 -0.3 -0.6 -0.8 0.29
H -1.255 -1.351 0.908 -0.3 0.0 -0.1 0.02
H -0.070 -1.440 2.227 -0.5 0.1 -0.2 0.00
H -0.963 -3.880 0.592 0.0 0.1 -0.1 0.00
H 0.281 -2.896 -1.227 -0.2 0.0 0.3 0.00
H 1.579 0.097 1.673 0.0 -0.3 0.2 0.00
H 2.122 -2.382 -2.620 0.2 0.2 -0.3 0.00
H 3.655 0.410 0.325 -0.3 0.0 0.0 0.00
H 3.834 -0.709 -1.866 0.2 0.2 0.1 0.01
H -1.022 -3.584 2.315 -0.1 0.1 0.0 0.00
H 0.532 -3.791 1.532 -0.1 -0.1 0.0 0.00
```
Positions in Å, forces in eV/Å.

The calculation puts the energy above the lowest of the compared OMol25 structures with the same formula, charge and spin at 0.00 kcal/mol. The value obtained for the HOMO energy (spin up / spin down) is -13.83 / -13.83 eV. The calculation puts the gap between HOMO and LUMO (spin up / spin down) at 9.607 / 5.782 eV. As for the spin multiplicity: 2. As for the net charge: +1.

---

Repeat the second record exactly.
The following is a DFT calculation (the ωB97M-V functional and the def2-TZVPD basis) of a structure of composition C12H19N5O7RhS4Sb.

The geometry in XYZ format:
```
49
Properties=species:S:1:pos:R:3:forces:R:3:lowdin_spin:R:1
Rh -2.022 2.003 -0.746 -2.0 -0.4 -2.1 0.01
N -2.824 0.035 -1.884 0.1 0.7 0.6 0.00
C -2.149 0.028 -3.180 0.0 0.0 -0.6 0.00
C -2.306 1.431 -3.798 0.6 0.4 1.0 0.00
O -2.557 1.572 -4.988 -0.3 -0.3 -0.6 0.00
N -2.161 2.413 -2.892 1.2 -1.3 0.9 0.00
C -2.785 3.642 -3.156 -1.9 1.1 0.7 0.00
C -4.168 3.727 -2.276 3.1 0.9 -3.7 0.00
O -5.043 4.402 -2.769 -1.4 0.5 0.4 0.00
O -4.132 3.094 -1.210 0.9 -2.5 3.1 0.00
H -2.836 -0.880 -1.449 0.0 0.1 0.1 0.00
H -3.795 0.331 -1.999 0.2 0.0 0.1 0.00
H -2.569 -0.715 -3.875 0.1 0.3 0.1 0.00
H -1.085 -0.183 -3.032 0.0 0.0 0.0 0.00
H -3.077 3.758 -4.205 0.2 0.1 0.2 0.00
H -2.200 4.487 -2.786 0.1 0.0 -0.2 0.00
S -1.737 3.298 3.624 0.3 0.0 0.5 0.77
Sb -3.181 3.466 1.794 0.1 -0.1 -0.7 0.05
S -1.490 4.133 0.124 -0.5 -1.0 0.2 0.06
S -3.065 1.089 1.216 0.6 1.0 0.2 0.10
C 1.433 -4.705 1.886 -0.1 0.0 0.1 0.00
C 2.686 -4.429 1.090 0.2 0.7 0.4 0.00
S 3.740 -3.166 1.919 0.1 -0.4 -0.6 0.00
O 5.079 -3.388 1.444 0.1 0.2 -0.4 0.00
O 3.513 -3.249 3.335 -0.4 0.3 0.3 0.00
C 3.197 -1.545 1.288 0.2 -0.7 0.3 0.00
C 2.006 -0.977 2.046 0.2 -0.5 0.4 0.00
N 1.430 0.130 1.317 -0.3 0.2 -0.3 0.00
C 0.347 0.095 0.500 0.2 -0.3 0.3 0.00
N 0.139 1.266 -0.078 -1.1 0.6 -0.1 0.00
C 1.112 2.102 0.359 0.4 -0.1 0.3 0.00
C 1.937 1.417 1.227 -1.4 0.1 -1.0 0.00
N 3.090 1.882 1.850 1.6 1.0 0.5 0.00
O 3.369 3.074 1.701 -0.3 -1.2 0.2 0.00
O 3.795 1.078 2.485 -0.6 0.7 -0.4 0.00
C -0.510 -1.088 0.257 0.0 0.0 0.1 0.00
H 1.023 -5.683 1.645 0.0 0.0 -0.1 0.00
H 0.664 -3.961 1.697 -0.1 0.1 0.0 0.00
H 1.682 -4.684 2.944 -0.1 -0.1 0.1 0.00
H 2.494 -4.070 0.083 0.1 0.0 -0.2 0.00
H 3.328 -5.304 1.035 0.2 0.1 0.0 0.00
H 2.987 -1.699 0.231 0.0 0.1 -0.1 0.00
H 4.059 -0.889 1.406 0.1 -0.1 -0.1 0.00
H 2.349 -0.629 3.022 -0.2 -0.1 -0.2 0.00
H 1.238 -1.734 2.202 0.0 0.2 0.0 0.00
H 1.198 3.121 0.039 -0.1 0.2 0.0 0.00
H -0.056 -2.001 0.626 0.0 -0.1 0.0 0.00
H -0.679 -1.174 -0.814 0.0 0.0 0.0 0.00
H -1.471 -0.919 0.747 0.0 -0.1 0.0 0.00
```
Positions in Å, forces in eV/Å.

The value obtained for the HOMO energy (spin up / spin down) is -4.61 / -4.61 eV. The calculation puts the gap between HOMO and LUMO (spin up / spin down) at 5.477 / 4.892 eV. As for the spin multiplicity: 2. As for the net charge: -1.